Record 1
210
Properties=species:S:1:pos:R:3:forces:R:3 method="wB97M-V/def2-TZVPD" charge=0 homo_lumo_gap_ev=10.1 e_homo_ev=-10.239 relative_energy_kj_mol=967.8
O -0.404 -1.647 6.060 -1.5 -3.5 -0.2
S -1.077 -2.980 6.071 -1.7 2.4 1.2
O -2.578 -3.059 6.139 3.8 0.1 -0.5
O -0.527 -3.790 4.755 -0.8 1.3 2.9
C -1.298 -4.913 4.345 0.4 -1.3 -1.9
C -0.381 -5.440 3.226 -1.4 0.4 -0.1
C -0.414 -4.037 7.455 -0.7 0.0 -2.0
H -2.310 -4.638 4.047 0.3 0.5 -0.5
H -1.520 -5.773 4.978 0.7 0.5 1.3
H -0.893 -6.325 2.848 0.6 -0.1 -0.4
H 0.646 -5.598 3.555 -0.3 -0.4 0.2
H -0.325 -4.657 2.470 0.0 -0.2 -0.3
H -0.659 -3.795 8.489 0.2 0.9 -0.4
H 0.629 -4.096 7.146 0.0 -0.2 0.7
H -0.961 -4.959 7.257 0.4 -0.3 -0.1
O 6.300 -5.062 3.173 -2.2 0.7 -0.9
S 4.992 -4.793 2.559 0.2 0.5 -1.3
O 4.811 -4.995 1.104 0.3 0.3 3.1
O 3.881 -5.686 3.281 0.1 0.8 0.9
C 3.896 -5.689 4.784 0.8 -0.6 -0.8
C 4.771 -6.846 5.179 0.4 -1.1 1.4
C 4.296 -3.094 2.944 0.5 -0.6 0.2
H 2.870 -5.879 5.097 0.0 0.3 -0.4
H 4.299 -4.799 5.267 -0.3 0.5 -0.7
H 5.415 -7.219 4.383 -0.6 -0.2 -0.1
H 4.141 -7.592 5.663 0.0 -0.6 -0.7
H 5.485 -6.694 5.989 0.1 0.9 0.0
H 4.742 -2.635 3.827 0.4 -0.3 -0.1
H 3.237 -3.189 3.184 0.0 -0.3 -0.4
H 4.439 -2.452 2.075 0.1 -0.3 0.0
O 2.912 5.568 3.678 0.5 -3.6 -1.5
S 2.867 4.220 3.036 -0.5 1.6 0.2
O 2.266 4.154 1.686 1.3 -0.4 2.3
O 4.437 3.577 3.028 -1.4 2.1 0.6
C 4.601 2.319 2.433 -0.6 -1.7 -1.7
C 4.939 2.282 0.949 0.0 0.6 -1.0
C 1.997 3.035 4.189 0.7 0.3 -1.1
H 3.632 1.824 2.490 0.2 -0.5 0.4
H 5.393 1.698 2.851 -0.3 0.5 1.3
H 5.912 1.889 0.655 0.3 0.1 0.6
H 4.895 3.279 0.509 -0.3 0.0 -0.1
H 4.263 1.610 0.421 -0.2 0.3 0.0
H 2.391 3.212 5.189 -0.2 0.2 -0.2
H 2.196 2.016 3.858 0.2 0.1 0.0
H 0.921 3.138 4.043 0.2 0.5 0.2
O -3.421 -7.500 0.380 -2.2 1.3 1.8
S -4.566 -7.023 1.178 0.4 -1.3 0.6
O -4.388 -6.417 2.533 -0.5 -1.2 -3.4
O -5.398 -6.037 0.168 4.5 -3.3 -0.8
C -6.417 -5.333 0.591 -4.2 4.8 1.9
C -6.232 -3.798 0.183 -0.3 -1.0 -0.3
C -5.852 -8.452 1.237 1.2 1.3 0.3
H -6.619 -5.417 1.659 0.7 0.3 0.5
H -7.396 -5.681 0.263 0.1 -0.3 -1.1
H -7.138 -3.194 0.220 -0.2 -0.3 0.7
H -5.999 -3.727 -0.879 0.4 -0.4 -0.1
H -5.439 -3.290 0.733 0.0 -0.2 0.1
H -5.620 -9.152 2.039 0.3 0.2 0.0
H -5.774 -8.943 0.267 -0.1 0.3 0.1
H -6.816 -7.988 1.445 0.1 0.0 -0.2
O 4.092 6.125 -4.510 -1.6 -0.9 0.4
S 2.676 6.031 -4.823 0.0 2.3 -3.2
O 2.192 5.202 -5.938 0.7 0.1 2.7
O 1.733 5.855 -3.514 0.2 -2.2 -4.5
C 2.224 6.341 -2.352 1.2 1.1 3.1
C 1.471 5.680 -1.254 -1.4 0.3 2.4
C 2.208 7.740 -5.461 0.7 -1.7 1.5
H 2.087 7.420 -2.424 -0.1 0.3 0.8
H 3.278 6.161 -2.145 0.2 -0.2 -0.7
H 0.424 5.979 -1.201 -0.2 -0.2 -0.6
H 1.772 5.964 -0.246 0.7 0.7 -0.1
H 1.528 4.607 -1.073 0.3 -0.1 -1.1
H 3.144 8.107 -5.882 -0.3 -0.1 -0.4
H 1.984 8.344 -4.581 -0.4 0.1 -0.3
H 1.395 7.499 -6.146 0.1 0.6 0.1
O 0.590 12.742 2.826 1.6 -1.6 -2.1
S 1.296 11.990 1.770 -1.7 0.8 0.3
O 2.690 12.182 1.472 -0.5 0.0 0.4
O 1.057 10.421 2.139 -0.7 1.9 -0.1
C 1.342 9.431 1.181 1.8 -2.3 -0.4
C 1.025 8.102 1.847 -0.6 -0.3 0.3
C 0.358 12.119 0.158 0.5 0.8 2.4
H 2.418 9.340 1.031 0.3 0.7 0.0
H 0.970 9.471 0.157 -0.9 0.8 0.5
H 0.842 7.277 1.159 0.3 0.2 -0.3
H 0.107 8.161 2.432 0.0 0.2 0.2
H 1.845 7.817 2.506 -0.2 -0.1 0.1
H -0.654 11.855 0.467 0.2 -1.2 -0.7
H 1.025 11.599 -0.530 -0.9 -0.2 -0.3
H 0.181 13.167 -0.084 0.9 0.2 0.0
O 4.798 2.878 -2.395 -1.3 -2.5 -0.6
S 4.303 1.511 -2.663 -0.3 2.3 -0.1
O 4.681 0.474 -1.716 -0.9 0.8 -1.7
O 2.599 1.515 -2.771 2.6 -1.3 0.9
C 2.056 2.602 -3.445 -1.9 2.9 -0.9
C 0.753 2.277 -4.236 1.3 -1.1 0.5
C 4.609 1.065 -4.447 0.3 -0.7 2.2
H 2.731 3.156 -4.096 0.5 -0.7 -0.4
H 1.838 3.422 -2.762 -0.2 -0.3 0.5
H 1.016 1.385 -4.805 -0.3 -0.1 -0.3
H 0.458 3.058 -4.936 0.2 0.1 0.3
H -0.079 2.007 -3.585 0.0 0.2 0.1
H 3.860 1.520 -5.095 0.3 -0.1 0.2
H 4.514 -0.010 -4.291 -0.3 -0.1 -0.8
H 5.656 1.267 -4.675 -0.2 0.3 0.0
O -1.854 -2.084 -4.458 -2.0 -1.4 3.9
S -2.508 -2.431 -3.140 0.6 -0.4 -1.8
O -3.849 -3.036 -3.035 2.4 1.0 -0.4
O -1.405 -3.458 -2.353 -1.6 1.2 -1.4
C -1.887 -4.366 -1.344 1.1 -0.7 1.3
C -0.716 -5.338 -1.063 0.2 -0.2 -1.2
C -2.447 -0.923 -2.131 0.4 -1.2 0.2
H -2.757 -4.988 -1.552 -0.1 0.5 -0.8
H -2.113 -3.782 -0.452 -0.1 0.1 0.1
H -1.002 -6.339 -0.741 -0.4 0.4 0.7
H 0.144 -4.967 -0.506 -0.4 0.2 0.3
H -0.300 -5.608 -2.033 0.1 0.3 -0.4
H -1.469 -0.502 -2.361 -0.4 0.4 -0.1
H -2.453 -1.223 -1.083 -0.1 -0.1 -0.2
H -3.335 -0.312 -2.296 0.3 0.0 -0.4
O 3.602 -7.205 -3.604 1.1 1.2 0.0
S 4.128 -5.848 -3.563 1.1 1.0 0.2
O 5.616 -5.564 -3.514 -4.3 -0.9 -0.2
O 3.460 -5.071 -4.894 0.2 0.1 2.7
C 3.861 -5.611 -6.147 -0.3 0.4 0.1
C 2.839 -5.172 -7.223 0.8 -1.0 0.4
C 3.163 -4.889 -2.199 1.3 -1.4 -2.1
H 3.943 -6.682 -5.962 0.0 -0.2 -0.8
H 4.834 -5.150 -6.317 0.2 -0.4 -0.6
H 1.791 -5.223 -6.930 0.2 0.2 0.5
H 2.916 -5.939 -7.994 0.2 0.4 -0.5
H 3.115 -4.177 -7.573 -0.3 -0.2 -0.2
H 3.528 -5.251 -1.238 0.2 0.3 -0.2
H 2.151 -5.256 -2.372 0.0 0.5 0.0
H 3.396 -3.861 -2.476 -0.4 0.0 0.5
O -2.136 10.428 -1.027 0.4 -1.9 -0.2
S -1.815 9.046 -1.327 0.2 -0.6 -0.4
O -0.440 8.528 -1.366 -1.9 1.0 0.5
O -2.723 8.087 -0.305 0.7 5.4 -1.7
C -2.226 6.897 0.043 -0.9 -4.0 0.8
C -3.367 6.263 0.909 1.9 -0.1 -0.7
C -2.524 8.511 -2.897 0.2 -0.5 0.2
H -1.280 6.793 0.575 0.0 0.9 0.2
H -2.098 6.290 -0.854 0.0 -0.4 -0.2
H -4.360 6.448 0.499 0.2 -0.1 -0.1
H -3.294 6.638 1.930 -0.1 -0.2 0.0
H -3.034 5.230 0.803 -0.7 -0.4 0.8
H -1.980 8.888 -3.763 -0.1 0.7 0.3
H -3.602 8.661 -2.951 0.2 0.2 0.1
H -2.293 7.447 -2.942 -0.3 -0.2 0.4
O -1.386 2.785 0.765 1.0 -2.1 0.8
S -0.454 1.675 0.974 0.3 0.3 2.2
O 0.217 1.469 2.286 -1.9 0.2 -2.1
O -1.167 0.267 0.491 0.0 2.5 -0.6
C -1.240 -0.884 1.272 0.1 -1.4 0.7
C 0.095 -1.562 1.442 0.8 -0.7 -0.2
C 0.799 1.831 -0.229 0.4 0.5 -0.2
H -1.897 -1.600 0.778 -0.2 0.3 -0.4
H -1.746 -0.731 2.225 0.3 0.5 0.1
H 0.960 -0.922 1.267 -0.1 0.6 1.3
H 0.413 -2.293 0.698 -1.1 -0.5 -0.5
H 0.027 -2.110 2.381 0.8 0.3 0.2
H 1.788 2.019 0.189 -0.1 -0.7 0.6
H 0.591 2.817 -0.645 -0.4 -0.5 -1.0
H 0.749 0.929 -0.839 0.2 0.6 -0.5
O -4.143 2.774 -3.801 1.5 1.4 2.2
S -3.499 3.533 -2.701 2.6 -1.2 -0.8
O -2.109 3.163 -2.191 -4.6 1.0 -1.6
O -3.423 5.116 -3.139 0.0 -1.1 0.2
C -3.427 5.443 -4.542 -0.3 0.6 -1.0
C -4.752 6.201 -4.905 0.3 -1.0 0.0
C -4.672 3.747 -1.376 -0.2 -0.2 -0.5
H -3.260 4.579 -5.184 -0.7 -0.4 0.4
H -2.492 5.970 -4.734 -0.2 0.7 0.2
H -5.539 5.708 -4.336 0.0 0.3 0.4
H -5.123 6.040 -5.917 0.7 -0.2 -0.3
H -4.775 7.283 -4.774 0.3 -0.1 0.5
H -5.085 2.780 -1.089 0.7 -0.2 0.3
H -5.542 4.236 -1.813 0.3 0.5 -0.1
H -4.172 4.329 -0.603 -0.3 -0.3 0.0
O 2.520 -7.904 -0.851 0.2 -0.5 0.9
S 2.687 -7.951 0.581 1.1 -0.8 0.1
O 2.044 -6.954 1.367 0.0 0.1 0.4
O 2.157 -9.391 1.207 0.0 1.6 -0.8
C 2.219 -10.471 0.292 -0.3 -1.4 -0.9
C 1.464 -11.678 0.821 0.5 0.2 0.7
C 4.514 -8.072 0.998 -1.3 0.3 -0.9
H 3.260 -10.773 0.181 0.2 0.1 -0.2
H 1.801 -10.253 -0.691 0.2 0.7 0.1
H 1.517 -12.512 0.122 0.2 0.1 -0.1
H 0.409 -11.496 1.024 0.1 0.2 0.1
H 1.999 -11.957 1.729 -0.4 -0.4 0.2
H 4.845 -9.083 0.757 -0.2 0.0 0.4
H 4.662 -7.737 2.025 -0.2 -0.4 -0.1
H 5.035 -7.397 0.320 -0.2 0.1 0.1
O -4.819 0.545 0.163 -0.4 -0.3 -0.2
S -5.527 0.313 1.383 -2.1 0.8 2.0
O -6.988 -0.066 1.427 4.4 0.8 -0.2
O -4.583 -0.734 2.206 -1.0 1.3 -2.0
C -5.027 -0.984 3.511 0.7 -3.0 1.7
C -4.802 -2.589 3.671 -1.2 2.2 0.4
C -5.259 1.832 2.488 0.1 -1.0 -0.9
H -6.040 -0.625 3.691 -0.2 -0.5 -0.2
H -4.399 -0.467 4.237 0.3 0.1 -0.1
H -5.541 -3.069 3.029 0.3 -0.2 0.0
H -4.990 -2.870 4.707 0.1 -0.1 0.0
H -3.777 -2.861 3.419 -0.1 0.2 -0.1
H -5.139 2.689 1.826 -0.6 -0.1 0.0
H -4.284 1.736 2.966 -0.1 -0.4 0.0
H -6.055 1.900 3.229 0.0 0.1 -0.3


Record 2
194
Properties=species:S:1:pos:R:3:forces:R:3 method="wB97M-V/def2-TZVPD" smiles="CN(C)P(=O)(N(C)C)N(C)C.CN(C)P(=O)(N(C)C)N(C)C.CN(C)P(=O)(N(C)C)N(C)C.CN(C)P(=O)(N(C)C)N(C)C.CN(C)P(=O)(N(C)C)N(C)C.CN(C)P(=O)(N(C)C)N(C)C.O=C1OC[C@@H](F)O1.O=C1OC[C@@H](F)O1" charge=0 homo_lumo_gap_ev=8.4 e_homo_ev=-7.960 relative_energy_kj_mol=614.3
C 8.564 1.569 -5.599 1.4 -1.0 0.9
C 7.191 0.916 -5.737 2.9 1.5 -2.0
O 6.494 2.101 -6.177 -2.5 -3.4 -0.7
C 7.078 3.180 -5.764 -0.1 4.6 1.1
O 6.627 4.322 -5.824 1.1 -3.0 0.0
O 8.256 2.849 -5.225 0.1 2.6 1.0
F 6.778 0.402 -4.582 -0.8 0.0 0.2
H 9.205 1.698 -6.472 -0.4 -0.9 -0.6
H 9.182 1.120 -4.822 -0.2 -0.2 0.1
H 7.348 0.186 -6.532 -1.4 -0.2 0.0
C 4.392 -8.533 -4.244 -2.4 -0.1 -1.3
C 4.732 -7.474 -3.257 -0.2 -1.1 -1.0
O 6.103 -7.482 -3.402 2.6 1.3 0.1
C 6.446 -7.835 -4.687 1.5 0.5 -0.8
O 7.526 -7.709 -5.236 -2.8 -0.3 1.7
O 5.314 -8.309 -5.235 1.7 -0.1 -2.6
F 4.399 -7.991 -2.109 -0.5 -0.4 3.5
H 3.391 -8.401 -4.655 0.0 -0.1 -0.1
H 4.495 -9.573 -3.934 0.0 0.2 0.9
H 4.280 -6.486 -3.334 0.2 0.1 -0.4
O 1.221 1.260 14.819 0.0 -0.1 0.2
P 0.352 0.083 14.979 -0.9 -2.5 0.9
N -1.316 0.356 14.610 0.3 -0.5 0.7
C -2.487 0.599 15.503 0.7 -0.2 -0.3
C -1.552 0.768 13.214 0.1 -0.2 0.8
N 0.437 -0.630 16.596 0.3 1.6 -1.3
C 0.970 0.145 17.734 -1.0 -0.1 0.1
C 0.036 -2.001 16.866 0.3 -0.3 -0.9
N 0.818 -1.220 13.903 -1.1 2.1 0.9
C 2.207 -1.220 13.432 -0.7 -0.4 -1.0
C -0.008 -2.426 13.690 0.5 1.3 0.1
H -2.844 1.628 15.526 0.7 0.5 0.0
H -2.298 0.287 16.530 0.1 -0.1 -0.2
H -3.370 0.098 15.106 0.1 -0.6 0.0
H -1.403 -0.090 12.558 0.3 0.2 -0.3
H -0.883 1.607 13.021 -0.1 -0.1 -0.6
H -2.591 1.076 13.102 0.1 0.1 0.1
H 1.598 0.993 17.461 0.1 -0.4 -0.3
H 0.144 0.555 18.316 -0.3 0.3 0.1
H 1.450 -0.510 18.461 0.5 -0.1 -0.4
H 0.703 -2.725 16.397 0.4 0.0 -0.2
H 0.091 -2.285 17.917 -0.4 0.5 0.1
H -0.930 -2.219 16.412 -0.3 0.0 0.5
H 2.645 -0.222 13.446 0.2 -0.2 1.2
H 2.741 -2.092 13.809 0.6 0.5 0.7
H 2.303 -1.379 12.358 -0.8 -0.3 -0.5
H 0.246 -3.151 14.464 0.0 -0.6 -0.6
H 0.122 -2.712 12.647 0.3 -0.6 0.2
H -1.075 -2.219 13.778 0.0 0.4 0.3
O 10.421 8.369 2.776 0.9 -1.0 -3.1
P 10.734 7.857 1.364 0.2 0.5 1.7
N 9.489 6.860 0.655 1.4 0.6 -0.6
C 9.155 5.500 1.074 1.4 0.6 0.7
C 8.257 7.526 0.289 0.6 1.4 0.0
N 12.234 6.995 1.281 -1.4 -0.5 0.2
C 13.326 7.194 2.246 -0.2 -0.1 0.2
C 12.377 5.867 0.362 0.5 0.1 0.3
N 11.048 9.138 0.252 -2.2 -1.4 -0.3
C 11.220 8.867 -1.207 0.1 0.4 1.2
C 11.856 10.205 0.739 1.2 0.6 0.8
H 8.410 5.534 1.868 -0.2 -0.2 0.0
H 10.072 5.086 1.494 -0.2 -0.5 0.0
H 8.795 4.920 0.224 0.1 0.0 0.0
H 7.719 7.692 1.222 -0.7 0.1 -0.3
H 7.688 7.000 -0.478 0.0 -0.4 0.3
H 8.513 8.484 -0.163 -0.2 0.2 0.2
H 14.095 6.427 2.154 -0.2 -0.3 -0.4
H 13.870 8.128 2.106 -0.2 0.3 -0.1
H 13.010 7.135 3.287 -0.3 0.2 0.0
H 13.384 5.912 -0.052 -0.1 0.1 -0.5
H 12.342 4.889 0.843 -0.2 -0.2 0.4
H 11.603 5.872 -0.405 0.2 0.2 -0.1
H 10.342 8.407 -1.660 0.1 -0.1 0.2
H 11.381 9.827 -1.697 0.0 0.0 0.0
H 12.111 8.260 -1.369 0.1 -0.2 -0.2
H 12.900 10.038 0.474 0.3 0.2 -0.6
H 11.955 10.291 1.822 -0.8 -0.5 0.2
H 11.542 11.201 0.425 -0.1 -0.1 -0.4
O -7.532 7.511 -3.552 0.3 2.2 -0.4
P -7.260 8.974 -3.831 1.0 -1.8 -0.3
N -6.162 9.100 -5.158 -1.7 0.2 0.2
C -5.460 10.356 -5.524 -0.6 -1.1 -0.4
C -5.672 7.891 -5.870 0.1 0.5 1.3
N -6.450 9.696 -2.565 -0.2 2.0 0.6
C -6.224 11.184 -2.516 0.0 -1.2 -0.2
C -5.607 8.918 -1.625 -1.8 -0.1 -0.7
N -8.617 9.961 -4.080 1.1 -0.2 -0.3
C -9.584 10.011 -3.016 0.4 0.1 1.4
C -9.112 10.278 -5.385 0.8 -0.9 -0.7
H -4.398 10.347 -5.278 0.1 0.0 0.7
H -5.982 11.232 -5.138 0.2 -0.2 0.1
H -5.431 10.432 -6.610 -0.4 0.1 -0.2
H -6.180 6.948 -5.669 -0.7 0.5 0.3
H -4.711 7.732 -5.381 0.7 -0.2 -1.0
H -5.680 8.037 -6.950 0.5 0.2 0.0
H -5.241 11.451 -2.904 0.2 -0.1 -0.1
H -6.963 11.703 -3.126 -0.1 -0.1 0.2
H -6.252 11.549 -1.489 -0.3 -0.1 0.1
H -6.282 8.156 -1.236 0.4 -0.4 0.0
H -4.781 8.452 -2.164 0.4 0.1 0.5
H -5.370 9.550 -0.770 0.5 0.0 -0.3
H -10.490 10.593 -3.189 0.4 0.3 -0.6
H -9.948 9.037 -2.690 0.2 -0.3 0.0
H -9.028 10.479 -2.204 -0.6 -0.1 0.6
H -9.266 11.345 -5.547 -0.3 0.0 0.2
H -9.985 9.658 -5.591 -0.3 0.4 -0.3
H -8.328 9.956 -6.070 -0.2 0.1 -0.4
O -0.014 -1.139 1.848 0.3 0.1 0.0
P -0.814 0.079 1.678 -2.3 2.8 0.2
N -0.739 0.950 0.145 -0.5 0.2 1.9
C -1.089 0.164 -1.037 1.1 0.1 0.7
C 0.165 2.118 -0.108 -0.8 -1.4 1.1
N -0.559 1.282 2.908 1.5 -1.6 0.4
C -1.549 2.275 3.334 0.1 -0.4 -1.8
C 0.261 0.836 4.081 0.0 1.2 -0.2
N -2.492 -0.181 1.909 -0.5 2.4 -2.8
C -3.526 0.484 1.030 1.4 0.0 0.6
C -3.036 -1.042 2.923 1.3 -0.6 -1.0
H -1.817 -0.572 -0.699 0.2 -0.3 -0.6
H -0.134 -0.240 -1.373 -0.2 -0.9 -0.4
H -1.445 0.752 -1.883 -0.5 0.3 0.3
H 1.168 1.755 -0.330 0.2 0.2 -0.2
H 0.183 2.687 0.821 0.2 0.2 -0.2
H -0.253 2.715 -0.918 0.1 0.0 0.0
H -2.443 1.798 3.736 0.0 0.2 0.5
H -1.099 3.045 3.961 0.0 -0.4 0.4
H -1.853 2.817 2.439 -0.3 0.1 -0.1
H 0.854 -0.065 3.925 -0.2 0.2 -0.3
H 0.889 1.686 4.346 0.6 -0.1 -0.2
H -0.305 0.755 5.009 -0.7 -0.6 -0.2
H -3.210 1.505 0.814 -0.1 0.1 0.1
H -3.623 0.018 0.050 -0.3 -0.3 0.1
H -4.477 0.512 1.562 0.0 -0.1 -0.1
H -2.916 -2.002 2.421 -0.6 -0.9 1.1
H -4.082 -0.795 3.107 0.2 -0.1 0.3
H -2.376 -0.948 3.785 -0.4 -0.4 0.4
O -3.160 -12.680 -0.863 -1.5 1.0 0.1
P -4.297 -11.818 -0.405 -1.3 0.3 2.1
N -3.939 -10.177 -0.080 -1.0 -0.5 -0.7
C -2.961 -9.951 0.963 -0.2 0.4 0.2
C -4.025 -9.132 -1.115 0.0 -0.1 -0.4
N -4.809 -12.334 1.202 2.0 -1.7 -1.1
C -5.926 -11.893 1.976 0.6 1.2 -0.1
C -3.864 -13.265 1.980 0.3 1.4 -2.0
N -5.690 -11.688 -1.402 1.0 0.7 -0.6
C -7.093 -11.484 -0.977 0.6 -0.8 0.4
C -5.470 -11.853 -2.879 -0.4 -0.5 1.2
H -3.296 -10.204 1.968 -0.3 -0.7 -0.1
H -2.867 -8.872 1.084 0.8 0.0 -0.4
H -2.068 -10.521 0.707 0.5 0.5 0.4
H -4.890 -8.470 -1.058 -0.3 -0.1 0.6
H -4.088 -9.520 -2.131 0.2 -0.3 0.1
H -3.167 -8.461 -1.105 0.2 -0.3 0.2
H -5.585 -11.848 3.010 -0.4 -0.2 0.2
H -6.081 -10.843 1.726 -0.6 0.1 -0.1
H -6.822 -12.501 1.847 -0.1 0.1 0.2
H -2.923 -12.725 2.084 0.2 0.1 0.3
H -4.203 -13.517 2.985 -0.5 -0.1 -0.4
H -3.566 -14.106 1.354 -0.5 -0.3 0.3
H -7.760 -11.111 -1.754 0.5 0.0 -0.4
H -7.463 -12.471 -0.697 -0.5 0.1 0.3
H -7.228 -10.793 -0.145 0.4 -0.1 0.1
H -6.313 -11.453 -3.443 -0.1 0.1 0.3
H -5.440 -12.929 -3.052 0.4 0.1 -0.6
H -4.579 -11.325 -3.220 0.1 -0.4 0.1
O -1.109 -4.706 -8.107 0.6 -0.5 -0.4
P -1.849 -4.349 -9.319 -0.7 2.8 -2.2
N -1.418 -2.785 -9.917 0.5 0.5 1.0
C -2.067 -2.077 -11.005 -0.9 -0.3 0.0
C -0.199 -2.075 -9.524 0.6 0.3 0.8
N -3.530 -4.211 -9.089 2.3 2.0 0.1
C -4.368 -5.295 -9.340 -1.0 -1.5 -0.3
C -4.163 -3.006 -8.462 0.4 -0.8 -0.6
N -1.496 -5.177 -10.780 -2.0 -1.2 1.7
C -0.365 -6.043 -10.719 1.4 0.2 0.8
C -2.236 -5.038 -12.027 0.9 1.3 0.2
H -1.810 -2.414 -12.009 0.5 0.0 0.0
H -1.876 -1.006 -10.941 0.1 0.0 0.1
H -3.151 -2.191 -10.974 -0.2 -0.1 0.2
H 0.655 -2.639 -9.149 -0.4 -0.8 -0.1
H -0.351 -1.356 -8.720 -0.5 0.2 0.2
H 0.228 -1.476 -10.329 -0.3 -0.2 -0.4
H -5.100 -5.003 -10.093 -0.5 -0.3 0.0
H -3.835 -6.165 -9.722 0.3 0.2 -0.2
H -4.834 -5.688 -8.436 -0.5 0.2 0.1
H -3.461 -2.175 -8.394 0.0 -0.2 -0.2
H -5.017 -2.720 -9.076 0.0 0.2 -0.2
H -4.570 -3.180 -7.465 0.2 -0.4 0.1
H 0.485 -5.466 -10.355 0.5 0.3 -0.3
H -0.419 -6.772 -9.910 -0.4 -0.7 -0.5
H -0.072 -6.431 -11.694 -0.3 -0.3 0.1
H -2.303 -5.917 -12.669 -0.3 -0.4 0.6
H -1.665 -4.324 -12.620 -0.1 0.1 -0.5
H -3.184 -4.540 -11.823 -0.2 -0.4 -0.2


Total energy (computed, eV): -283042.5280, -157963.7946